Entry 1:
A 2-piece molecular cluster, C3H8NOP overall. Source: the OMol25 dataset; level of theory: ωB97M-V/def2-TZVPD.

ΔE to the lowest compared entry with this formula, charge and spin: 349.1 kJ/mol
HOMO level (alpha / beta): -0.2808 / -0.2808 Eh
total charge: 0
LUMO level (alpha / beta): 0.8697 / 0.8696 eV

Element x y z (Å)
C  -0.24052  0.13172  -0.16575
C  0.36352  2.30992  -0.89530
C  0.50792  -0.93634  -0.91626
N  -0.61465  -1.41827  2.04162
O  -1.55867  -0.04715  0.05730
P  -0.73278  0.18149  1.52763
H  1.13928  2.15670  -1.53258
H  0.64139  2.52813  0.17207
H  -0.69148  2.44771  -1.26018
H  0.93666  -0.38150  -1.85453
H  -0.10980  -1.76738  -1.33684
H  1.21529  -1.35872  -0.30185
H  -0.69592  -1.70883  3.01769
H  -0.16024  -2.13749  1.44699

***

Entry 2:
An isolated ion of composition C3H8NOS and charge -1. Source: the OMol25 dataset; level of theory: ωB97M-V/def2-TZVPD.

ΔE to the lowest compared entry with this formula, charge and spin: 203.6 kJ/mol
HOMO level: -0.0943 Eh
total charge: -1
LUMO level: 3.1351 eV
SMILES: [O-]CNCCS

Element x y z (Å)
O  -1.81253  0.30299  -2.09685
C  -0.61893  -0.25101  -2.15523
N  0.34975  0.14889  -1.00707
C  -0.34312  -0.05748  0.26115
C  0.50393  0.44325  1.43589
S  1.58281  -0.80685  2.20429
H  -0.59845  -1.37491  -2.00914
H  -0.01861  -0.09086  -3.06844
H  0.58746  1.14358  -1.05967
H  -1.36825  0.31668  0.26271
H  -0.40060  -1.15030  0.35893
H  1.13917  1.29695  1.20614
H  -0.21613  0.84299  2.16154
H  1.21350  -0.76392  3.50573

***

Entry 3:
An isolated ion of composition C3H8NOS and charge -1. Source: the OMol25 dataset; level of theory: ωB97M-V/def2-TZVPD.

ΔE to the lowest compared entry with this formula, charge and spin: 273.5 kJ/mol
HOMO level: -0.0952 Eh
total charge: -1
LUMO level: 3.2312 eV
SMILES: N[C@H](C[O-])CS

Element x y z (Å)
N  0.28929  1.00238  1.06527
C  -0.39310  0.14740  0.01650
C  -0.95566  -1.01874  0.66164
O  -0.82131  -1.11305  2.07889
C  0.63980  -0.14250  -1.14846
S  1.02627  1.44770  -2.00211
H  0.12488  0.41189  1.85740
H  1.32594  0.94849  0.76602
H  -1.17275  0.74857  -0.55291
H  -0.39420  -1.97565  0.25447
H  -2.14586  -1.06043  0.51593
H  0.30114  -0.72994  -1.94697
H  1.45676  -0.73587  -0.67075
H  0.71881  2.06975  -0.89490

***

Entry 4:
An isolated ion of composition C3H8NOS and charge +1. Source: the OMol25 dataset; level of theory: ωB97M-V/def2-TZVPD.

ΔE to the lowest compared entry with this formula, charge and spin: 216.2 kJ/mol
HOMO level: -0.4984 Eh
total charge: +1
LUMO level: -3.6953 eV
SMILES: CS[C@]1([NH3+])CO1

Element x y z (Å)
C  1.08450  1.98986  0.43736
S  -0.43554  1.43377  -0.32775
C  -0.39993  -0.43324  0.03564
N  -0.31029  -1.11361  -1.47382
C  -1.11730  -1.06186  1.08626
O  0.30710  -1.10533  1.01725
H  1.71909  2.30344  -0.44754
H  1.55060  1.11206  0.97172
H  1.09596  2.86362  1.12332
H  0.59870  -0.62837  -1.80836
H  -1.02994  -1.00099  -2.17751
H  -0.04089  -2.08422  -1.43389
H  -1.29915  -0.32683  1.91891
H  -1.72290  -1.94829  1.07843

***

Entry 5:
An isolated ion of composition C3H8NOS and charge +1. Source: the OMol25 dataset; level of theory: ωB97M-V/def2-TZVPD.

ΔE to the lowest compared entry with this formula, charge and spin: 393.1 kJ/mol
HOMO level: -0.5040 Eh
total charge: +1
LUMO level: -5.5912 eV

Element x y z (Å)
C  -1.36269  0.47386  0.31513
C  -0.19904  -0.36935  0.60010
C  0.58689  -1.05093  -0.46593
N  0.40155  -0.42961  -1.71153
O  -0.08374  1.12040  0.44642
S  0.32638  2.17554  1.88724
H  -1.76909  0.71657  -0.60239
H  -2.10210  0.77020  1.21071
H  -0.28878  -0.84077  1.61615
H  1.70597  -0.91108  -0.32897
H  0.35317  -2.15684  -0.32796
H  -0.54283  -0.61323  -2.19641
H  1.20646  -0.58523  -2.34714
H  1.76783  1.70047  1.90458

***

Entry 6:
An isolated ion of composition C3H8NOS and charge +1. Source: the OMol25 dataset; level of theory: ωB97M-V/def2-TZVPD.

ΔE to the lowest compared entry with this formula, charge and spin: 49.4 kJ/mol
HOMO level: -0.4971 Eh
total charge: +1
LUMO level: -4.1351 eV
SMILES: [NH3+][C@H](C=O)CS

Element x y z (Å)
N  -0.96114  -0.36500  1.05961
C  -0.23362  0.32493  -0.10066
C  -1.23039  0.22893  -1.26384
O  -2.38000  -0.01417  -1.14298
C  1.15194  -0.20435  -0.33186
S  2.48522  1.00151  0.01011
H  -0.55836  -0.10589  1.96333
H  -1.96851  -0.19818  0.97645
H  -0.79657  -1.38020  1.03465
H  -0.25871  1.37101  0.22743
H  -0.75684  0.51016  -2.22161
H  1.30971  -1.15897  0.16208
H  1.20908  -0.34469  -1.41805
H  2.98818  0.33491  1.04534

***

Entry 7:
The molecule C3H8NP. Source: the OMol25 dataset; level of theory: ωB97M-V/def2-TZVPD.

ΔE to the lowest compared entry with this formula, charge and spin: 9.0 kJ/mol
HOMO level: -0.3080 Eh
total charge: 0
LUMO level: 0.9843 eV
SMILES: CC(C)=NP

Element x y z (Å)
C  0.43213  1.36162  -0.14703
C  0.03096  -0.13552  -0.11342
C  1.22413  -1.04463  -0.12793
N  -1.10396  -0.72573  -0.08504
P  -2.61452  0.05336  -0.05705
H  1.41599  1.49109  0.29134
H  -0.30556  1.96748  0.37661
H  0.45377  1.66716  -1.19305
H  0.91536  -2.07236  -0.29495
H  1.73255  -0.98319  0.83602
H  1.92947  -0.73912  -0.89925
H  -2.82134  -0.17415  1.31065
H  -3.29732  -1.12166  -0.38679

***

Entry 8:
A 2-piece molecular cluster, C3H8NS overall. Source: the OMol25 dataset; level of theory: ωB97M-V/def2-TZVPD.

ΔE to the lowest compared entry with this formula, charge and spin: 83.3 kJ/mol
HOMO level: -0.0915 Eh
total charge: -1
LUMO level: 4.0053 eV

Element x y z (Å)
C  -1.74634  1.30656  -0.95711
S  -0.17667  2.10170  -0.41589
H  -2.56310  1.99440  -1.18619
H  -2.07919  0.67710  -0.12620
H  -1.54062  0.64441  -1.80289
C  1.44093  -2.98812  0.53718
C  0.64614  -1.92465  0.28828
N  0.34956  -0.86895  1.10924
H  1.69048  -3.25997  1.56123
H  1.55494  -3.77867  -0.19137
H  0.16484  -1.90637  -0.68592
H  0.77262  -0.96032  2.01245
H  0.32515  0.00977  0.57151

***

Entry 9:
A 2-piece molecular cluster, C3H8O overall. Source: the OMol25 dataset; level of theory: ωB97M-V/def2-TZVPD.

ΔE to the lowest compared entry with this formula, charge and spin: 118.5 kJ/mol
HOMO level: -0.3380 Eh
total charge: 0
LUMO level: 0.7323 eV
SMILES: C=CO.C

Element x y z (Å)
C  0.58292  2.77596  1.36289
C  1.05663  1.80498  0.59245
O  1.13627  0.49984  1.07348
H  0.57492  3.77610  0.96080
H  0.53709  2.64403  2.43524
H  1.02696  1.83445  -0.46522
H  1.45567  0.03295  0.29805
C  -1.26253  -2.67938  -1.25342
H  -0.25213  -2.56857  -1.62855
H  -1.45498  -1.84032  -0.58622
H  -1.95523  -2.68838  -2.09317
H  -1.44560  -3.59166  -0.69632

***

Entry 10:
A 4-piece molecular cluster, C3H8O overall. Source: the OMol25 dataset; level of theory: ωB97M-V/def2-TZVPD.

ΔE to the lowest compared entry with this formula, charge and spin: 399.8 kJ/mol
HOMO level: -0.3489 Eh
total charge: 0
LUMO level: 1.0824 eV

Element x y z (Å)
C  -1.46282  0.16849  0.07130
C  -0.82968  -0.16227  -1.09848
O  1.28783  -0.01614  -0.83340
C  1.70049  -0.02464  0.34977
H  -1.98549  -0.59251  0.64697
H  -0.30844  0.10890  1.00248
H  -1.78550  1.19530  0.23800
H  -0.65266  0.56729  -1.87762
H  -0.67419  -1.20080  -1.36664
H  0.52838  0.01331  1.26547
H  2.09445  -0.95884  0.79223
H  2.08761  0.90191  0.80992

***

Entry 11:
A 2-piece molecular cluster, C3H8O overall. Source: the OMol25 dataset; level of theory: ωB97M-V/def2-TZVPD.

ΔE to the lowest compared entry with this formula, charge and spin: 176.1 kJ/mol
HOMO level: -0.3622 Eh
total charge: 0
LUMO level: 0.9855 eV
SMILES: C=C.CO

Element x y z (Å)
C  -0.04644  2.02331  -0.44436
C  -1.06811  1.39937  -1.02068
H  0.65763  2.57534  -1.04007
H  0.12464  1.93661  0.63303
H  -1.20143  1.45253  -2.09451
H  -1.78788  0.82217  -0.46370
C  0.61225  -1.91542  0.99397
O  0.21361  -0.64830  0.42854
H  0.24992  -2.07682  2.07986
H  0.32560  -2.86216  0.52541
H  1.75603  -1.87895  0.93920
H  0.16418  -0.82768  -0.53668

***

Entry 12:
A 3-piece molecular cluster, C3H8O overall. Source: the OMol25 dataset; level of theory: ωB97M-V/def2-TZVPD.

ΔE to the lowest compared entry with this formula, charge and spin: 436.4 kJ/mol
HOMO level: -0.3398 Eh
total charge: 0
LUMO level: 0.0110 eV

Element x y z (Å)
C  -1.50139  0.21082  -0.01453
C  -0.08510  -0.08781  -0.37393
C  1.07440  0.50329  0.28948
O  2.21204  -0.08463  0.08636
H  -1.56977  0.75353  0.93289
H  -2.03374  -0.74042  0.09971
H  -2.01959  0.77084  -0.80076
H  0.66877  -1.71889  0.15190
H  0.11683  -0.44651  -1.38229
H  0.83367  0.92497  1.28675
H  0.83445  1.36250  -0.46607
H  1.46943  -1.44771  0.19048

***

Entry 13:
A 2-piece molecular cluster, C3H8O overall. Source: the OMol25 dataset; level of theory: ωB97M-V/def2-TZVPD.

ΔE to the lowest compared entry with this formula, charge and spin: 324.0 kJ/mol
HOMO level: -0.3195 Eh
total charge: 0
LUMO level: 0.8854 eV

Element x y z (Å)
C  -1.84061  0.06259  -0.75537
C  0.47915  -1.22038  0.94853
O  0.86527  0.01524  1.08907
C  1.86782  0.46280  0.16360
H  -1.99139  0.57659  -1.70846
H  -2.78275  -0.38695  -0.43050
H  -1.50100  0.77713  0.00031
H  -1.08296  -0.71912  -0.87833
H  -0.31476  -1.30349  1.73199
H  2.31331  -0.40595  -0.32593
H  1.38130  1.11279  -0.56896
H  2.60662  1.02874  0.73404

***

Entry 14:
The molecule C3H8O. Source: the OMol25 dataset; level of theory: ωB97M-V/def2-TZVPD.

ΔE to the lowest compared entry with this formula, charge and spin: 25.1 kJ/mol
HOMO level: -0.3766 Eh
total charge: 0
LUMO level: 1.0307 eV
SMILES: CCCO

Element x y z (Å)
C  -1.56572  0.10180  -0.05373
C  -0.17698  -0.52467  -0.25950
C  0.96898  0.40189  0.16327
O  2.25081  -0.01337  -0.28624
H  -1.82208  0.24117  1.00536
H  -2.35078  -0.53109  -0.48354
H  -1.64031  1.08354  -0.53636
H  -0.12245  -1.45838  0.31862
H  -0.02416  -0.78791  -1.30966
H  0.89529  0.44622  1.25370
H  0.81642  1.40699  -0.25479
H  2.77096  -0.36620  0.44287

***

Entry 15:
C3H8O as an isolated structure. Source: the OMol25 dataset; level of theory: ωB97M-V/def2-TZVPD.

ΔE to the lowest compared entry with this formula, charge and spin: 417.7 kJ/mol
HOMO level: -0.2895 Eh
total charge: 0
LUMO level: 1.0781 eV

Element x y z (Å)
C  -1.62725  0.08779  -0.44047
C  -0.02028  -0.98715  0.49344
O  0.74588  0.00266  0.98540
C  1.76867  0.43167  0.10095
H  -1.58978  0.40099  -1.48831
H  -2.55002  -0.45396  -0.22637
H  -1.48646  0.93917  0.22371
H  -0.59272  -0.79663  -0.55988
H  -0.73412  -1.28295  1.26817
H  2.31050  -0.42576  -0.31032
H  1.33213  1.01435  -0.72142
H  2.44345  1.06982  0.67508

***

Entry 16:
A 4-piece molecular cluster, C3H8O overall. Source: the OMol25 dataset; level of theory: ωB97M-V/def2-TZVPD.

ΔE to the lowest compared entry with this formula, charge and spin: 396.9 kJ/mol
HOMO level: -0.3485 Eh
total charge: 0
LUMO level: 1.0906 eV

Element x y z (Å)
C  1.00771  0.74470  -0.76595
C  -0.08978  0.19125  -1.37693
O  -1.29706  -0.82251  0.07198
C  -0.91045  -0.77827  1.26503
H  1.03476  1.81547  -0.57197
H  0.76423  0.35539  0.63465
H  1.97597  0.25428  -0.84904
H  -0.03251  -0.77048  -1.87098
H  -0.97269  0.78287  -1.58492
H  0.36250  -0.01227  1.33915
H  -1.40396  -0.09622  1.98139
H  -0.43874  -1.66421  1.72759

***

Entry 17:
C3H8O as an isolated structure. Source: the OMol25 dataset; level of theory: ωB97M-V/def2-TZVPD.

ΔE to the lowest compared entry with this formula, charge and spin: 369.1 kJ/mol
HOMO level: -0.3709 Eh
total charge: 0
LUMO level: 0.9421 eV

Element x y z (Å)
C  0.12934  0.37689  1.27978
O  -0.24687  -1.89516  0.11879
C  0.31844  -0.22397  -0.11130
C  -0.43072  0.24769  -1.33493
H  -0.89200  0.44103  1.49056
H  0.55955  1.36903  1.31380
H  0.58925  -0.25908  2.02363
H  1.30956  -0.06320  -0.28725
H  0.69340  -1.34165  0.36368
H  -0.30600  1.39118  -1.46163
H  -0.21651  -0.34057  -2.23894
H  -1.50746  0.29781  -1.15620

***

Entry 18:
The molecule C3H8O2. Source: the OMol25 dataset; level of theory: ωB97M-V/def2-TZVPD.

ΔE to the lowest compared entry with this formula, charge and spin: 121.9 kJ/mol
HOMO level: -0.3715 Eh
total charge: 0
LUMO level: 1.0243 eV
SMILES: COCCO

Element x y z (Å)
C  -1.63309  -0.82171  -0.41435
O  -0.86301  0.25403  0.06860
C  0.39205  0.42967  -0.56675
C  1.39315  0.74565  0.53879
O  1.25618  -0.19126  1.57875
H  -2.37020  -1.06566  0.35567
H  -2.15877  -0.56762  -1.34487
H  -1.00790  -1.70760  -0.59480
H  0.68996  -0.49990  -1.07144
H  0.34697  1.23432  -1.31572
H  2.41415  0.66722  0.15212
H  1.24356  1.77416  0.90303
H  0.29696  -0.25130  1.71098